Entry 1:
Computed, not measured: a cluster of 4 separate species, C27H26BN3O13 in total in a non-equilibrium geometry, with the ωB97M-V functional and the def2-TZVPD basis.

XYZ file:
```
70
Properties=species:S:1:pos:R:3
C 3.41676 -2.29878 -1.34190
C 2.90230 -0.96434 -0.89735
O 2.94030 -0.60674 0.25237
O 2.37676 -0.16022 -1.86795
C 1.02767 -0.56990 -2.17684
C 0.08124 0.58312 -1.88077
C -1.18302 0.17354 -1.10626
C -1.75309 -1.12623 -1.51632
C -2.07561 -2.15988 -0.73942
B -1.90437 -2.30300 0.82254
O -2.59390 -1.54866 1.71706
O -1.03884 -3.26546 1.31105
C -2.65062 -3.22334 -1.62231
O -2.75453 -4.40959 -1.46422
O -3.06014 -2.54552 -2.78925
C -2.10569 -1.56250 -2.92673
O -1.58370 -1.22595 -3.95295
H 2.99906 -2.62207 -2.28445
H 4.49247 -2.22127 -1.45264
H 3.21584 -3.05277 -0.59811
H 0.94146 -0.86506 -3.21215
H 0.77215 -1.42393 -1.55364
H -0.21973 1.08079 -2.79242
H 0.59500 1.32854 -1.29113
H -0.94485 0.14436 -0.04731
H -1.93753 0.93667 -1.26021
H -2.80603 -0.68882 1.34878
H -0.17128 -2.87351 1.42686
O -4.13031 -11.69160 0.07691
N -3.68528 -11.00130 -0.81482
O -3.45323 -11.39340 -1.93826
C -3.40517 -9.59061 -0.51205
C -3.62660 -9.12229 0.76840
C -3.34198 -7.79670 1.05136
C -2.84810 -6.95910 0.05924
C -2.63800 -7.44554 -1.22547
C -2.91750 -8.77194 -1.51389
H -4.01183 -9.77585 1.53619
H -3.50468 -7.41528 2.04973
H -2.62503 -5.93013 0.28868
H -2.25749 -6.79540 -1.99767
H -2.75405 -9.15887 -2.50818
O 2.00464 2.95212 0.78818
N 2.73126 3.90489 0.60949
O 2.35894 4.97795 0.17966
C 4.15626 3.75370 0.93303
C 4.61266 2.53154 1.38920
C 5.96006 2.38476 1.67280
C 6.82702 3.45600 1.50307
C 6.34800 4.67910 1.05187
C 5.00286 4.83356 0.76196
H 3.93539 1.69924 1.51789
H 6.33356 1.43328 2.02377
H 7.87982 3.33736 1.72151
H 7.02396 5.51238 0.92243
H 4.62609 5.78098 0.40782
O -2.16104 10.55156 0.28788
N -2.62658 9.81142 1.12702
O -3.61356 10.05256 1.78809
C -1.94472 8.52997 1.36076
C -0.79707 8.23881 0.64679
C -0.14730 7.03835 0.88415
C -0.65161 6.14882 1.82239
C -1.81015 6.45512 2.52425
C -2.46463 7.65440 2.29535
H -0.41016 8.93425 -0.08229
H 0.75244 6.79322 0.34020
H -0.13783 5.21398 2.00544
H -2.20313 5.76020 3.25322
H -3.36404 7.89901 2.83957
```

Calculated values
**LUMO level**: -1.075 eV
**SMILES**: CC(=O)OCCCC1=C(B(O)O)C(=O)OC1=O.O=[N+]([O-])c1ccccc1.O=[N+]([O-])c1ccccc1.O=[N+]([O-])c1ccccc1
**Max |F|**: 1.83 eV/Å
**HOMO-LUMO gap**: 8.77 eV
**M**: 611.3 g/mol


Entry 2:
Computed, not measured: a cluster of 2 separate species, C2H5O2 in total in a non-equilibrium geometry, with the ωB97M-V functional and the def2-TZVPD basis.

XYZ file:
```
9
Properties=species:S:1:pos:R:3
O 2.22332 0.26707 0.24870
H 1.39742 -0.06359 -0.20870
O 0.24574 -1.22611 -0.02809
C -0.82093 -0.63214 -0.11887
C -1.11085 0.74952 -0.09468
H -1.75938 -1.23218 -0.22849
H -0.41608 1.60376 0.04742
H -2.06518 1.03922 -0.45811
H 2.30594 -0.50554 0.84082
```

Calculated values
**LUMO level (spin up / spin down)**: 0.849 / -2.331 eV
**Energy relative to the best compared isomer or geometry (same formula, charge and spin)**: 0.298 eV
**Multiplicity**: 2
**Max |F|**: 2.08 eV/Å
**HOMO-LUMO gap (spin up / spin down)**: 11.27 / 8.04 eV
**⟨S²⟩**: 0.765
**M**: 61.1 g/mol


Entry 3:
Computed, not measured: a cluster of 7 separate species, C26H38FNO23S in total in a non-equilibrium geometry, with the ωB97M-V functional and the def2-TZVPD basis.

XYZ file:
```
90
Properties=species:S:1:pos:R:3
C 4.06649 -3.05287 1.64641
C 3.42786 -3.31924 0.31768
O 2.51691 -4.07634 0.21656
O 3.94982 -2.68735 -0.75753
C 3.04710 -1.79141 -1.46904
C 3.60182 -0.37331 -1.42557
C 3.93262 0.00287 0.01030
N 3.84377 1.46710 0.26670
C 3.53300 1.80011 1.66315
C 2.16407 2.54045 1.74842
C 0.95868 1.69868 1.70157
O 1.37935 2.54227 0.59557
S 5.09085 2.39399 -0.27247
O 4.57033 3.60598 -0.79789
O 6.17464 2.44976 0.64706
F 5.56608 1.53270 -1.46595
H 4.99801 -2.50117 1.55949
H 3.37546 -2.42645 2.20892
H 4.24107 -3.98027 2.17815
H 3.04220 -2.14050 -2.49098
H 2.04110 -1.85631 -1.05711
H 2.89823 0.33120 -1.86055
H 4.49587 -0.38966 -2.04149
H 4.87540 -0.42650 0.34643
H 3.14862 -0.42628 0.63162
H 4.25987 2.48215 2.09473
H 3.43135 0.89849 2.25500
H 2.13457 3.41580 2.39237
H 0.04841 2.09240 2.10750
H 1.05852 0.65120 1.44260
O -1.35958 -0.18691 -2.59187
C -0.65432 0.65564 -3.05326
O -1.05341 1.92144 -3.29947
C 0.10814 2.70499 -3.61081
C 1.07989 1.65066 -4.09843
O 0.63876 0.48381 -3.39131
H -0.12820 3.45506 -4.36023
H 0.44999 3.19859 -2.70001
H 1.00012 1.45769 -5.16898
H 2.11398 1.87509 -3.85195
O -7.39479 -2.58912 -2.67884
C -6.31700 -2.21462 -3.01156
O -5.56035 -1.33654 -2.32033
C -4.24411 -1.31799 -2.90009
C -4.51610 -1.79865 -4.30973
O -5.67399 -2.62547 -4.13176
H -3.81841 -0.32251 -2.85129
H -3.60060 -2.00145 -2.34519
H -4.76510 -0.98416 -4.99190
H -3.69844 -2.37812 -4.72932
O -2.96103 -3.06342 1.93523
C -3.66858 -3.76501 1.29190
O -4.98406 -3.53573 1.06562
C -5.43880 -4.45811 0.07142
C -4.43996 -5.58984 0.20251
O -3.27425 -4.90942 0.67928
H -6.46233 -4.76115 0.27194
H -5.39877 -3.97365 -0.90522
H -4.74289 -6.33167 0.94338
H -4.22979 -6.09131 -0.73827
O -0.41339 3.43477 3.67553
C -1.56353 3.13271 3.75393
O -2.45895 3.69896 4.59540
C -3.76771 3.22649 4.24026
C -3.45744 1.91932 3.53930
O -2.14726 2.16874 3.01547
H -4.37982 3.10475 5.12915
H -4.23385 3.95784 3.57897
H -3.40339 1.07495 4.22701
H -4.14835 1.68202 2.73595
O 2.14825 4.84005 9.08903
C 1.42543 5.12538 8.19335
O 0.09024 4.87781 8.17073
C -0.47208 5.56535 7.04861
C 0.71723 5.70721 6.12902
O 1.81514 5.74020 7.04986
H -1.28147 4.99086 6.60620
H -0.86050 6.52846 7.38653
H 0.83310 4.84966 5.46581
H 0.69090 6.61663 5.53443
O 2.92750 -1.53813 -4.50185
C 2.33868 -2.44562 -4.99415
O 1.41006 -2.32612 -5.97073
C 1.09397 -3.63911 -6.44873
C 1.47132 -4.51016 -5.26556
O 2.50349 -3.73835 -4.64396
H 0.04252 -3.70221 -6.71473
H 1.70120 -3.84624 -7.33119
H 0.65161 -4.63389 -4.55648
H 1.84902 -5.48795 -5.55027
```

Calculated values
**LUMO level**: 0.059 eV
**SMILES**: CC(=O)OCCCN(C[C@@H]1CO1)S(=O)(=O)F.O=C1OCCO1.O=C1OCCO1.O=C1OCCO1.O=C1OCCO1.O=C1OCCO1.O=C1OCCO1
**Max |F|**: 1.96 eV/Å
**HOMO-LUMO gap**: 9.90 eV
**M**: 783.6 g/mol


Entry 4:
Computed, not measured: a cluster of 2 separate species, C4H12 in total in a non-equilibrium geometry, with the ωB97M-V functional and the def2-TZVPD basis.

XYZ file:
```
16
Properties=species:S:1:pos:R:3
C 1.48115 0.83512 1.82748
C 0.06881 1.48060 1.72669
H 2.11530 0.82267 0.89633
H 2.15731 1.45784 2.59970
H 1.25418 -0.27739 2.06373
H -0.30206 1.82740 0.70330
H 0.19897 2.39037 2.26420
H -0.77937 0.91083 2.04782
C -0.18762 -1.42433 -1.32629
C -1.33725 -0.99957 -2.22592
H 0.46036 -0.59222 -0.83557
H -0.72037 -1.86170 -0.47607
H 0.46649 -2.16264 -1.73830
H -1.23430 0.09567 -2.46627
H -2.26435 -1.00133 -1.76855
H -1.37726 -1.50130 -3.29230
```

Calculated values
**LUMO level**: 1.098 eV
**Energy relative to the best compared isomer or geometry (same formula, charge and spin)**: 1.314 eV
**SMILES**: CC.CC
**Max |F|**: 4.65 eV/Å
**HOMO-LUMO gap**: 12.39 eV
**M**: 60.1 g/mol